C2H9N2S2 | wB97M-V/def2-TZVPD

Calculated total energy in eV: -26864.6165
HOMO-LUMO gap in eV: 9.0
Energy above the lowest of the compared OMol25 structures with the same formula, charge and spin in kcal per mole: 3.1
Charge: +1
Molecular weight in g mol⁻¹: 125.24

Last columns: bonded neighbours and bond lengths (Å).
CARTESIAN COORDINATES (ANGSTROEM)
1 N -1.4511 -0.6533 1.1970  C2 1.304, H4 1.005, H5 1.010
2 C -2.2444 -0.3695 0.2018  N1 1.304, N3 1.315, H6 1.084
3 N -3.5510 -0.2625 0.3106  C2 1.315, H7 1.010, H8 1.010
4 H -1.8192 -0.8535 2.1110  N1 1.005
5 H -0.4561 -0.5658 1.0451  N1 1.010
6 H -1.8090 -0.2381 -0.7828  C2 1.084
7 H -4.1129 0.1307 -0.4306  N3 1.010
8 H -3.9759 -0.3317 1.2246  N3 1.010
9 C 1.0218 1.9300 -0.7584  S10 1.836, H12 1.086, H13 1.088, H14 1.082
10 S 1.1220 0.1428 -1.1667  C9 1.836, S11 2.094
11 S 1.8618 -0.6362 0.6304  S10 2.094, H15 1.353
12 H 0.1125 2.1047 -0.1912  C9 1.086
13 H 0.9572 2.4539 -1.7103  C9 1.088
14 H 1.9252 2.2021 -0.2284  C9 1.082
15 H 3.1172 -0.1526 0.4869  S11 1.353

***

C2H9N3 | wB97M-V/def2-TZVPD

SMILES: C=N.NCN
Calculated total energy in eV: -6688.0849
HOMO-LUMO gap in eV: 9.4
Energy above the lowest of the compared OMol25 structures with the same formula, charge and spin in kcal per mole: 55.9
Charge: 0
Molecular weight in g mol⁻¹: 75.11

Last columns: bonded neighbours and bond lengths (Å).
CARTESIAN COORDINATES (ANGSTROEM)
1 C -1.9300 0.5128 -0.0241  N2 1.271, H3 1.083, H4 1.106
2 N -2.3081 -0.5913 0.4805  C1 1.271, H5 1.016
3 H -1.0754 0.8549 -0.5938  C1 1.083
4 H -2.6979 1.3082 -0.0335  C1 1.106
5 H -3.3162 -0.6779 0.3916  N2 1.016
6 N 1.4010 0.0651 -1.3274  C7 1.456, H9 1.009, H10 1.010
7 C 1.7018 0.2144 0.0897  N6 1.456, N8 1.470, H11 1.087, H12 1.092
8 N 0.7172 -0.4135 0.9820  C7 1.470, H13 1.005, H14 1.004
9 H 1.9396 -0.6566 -1.7830  N6 1.009
10 H 0.4091 -0.0900 -1.4394  N6 1.010
11 H 2.6790 -0.1641 0.3790  C7 1.087
12 H 1.6129 1.2810 0.3071  C7 1.092
13 H -0.1472 -0.8468 0.7096  N8 1.005
14 H 1.0142 -0.7962 1.8619  N8 1.004

***

C2H9N3 | wB97M-V/def2-TZVPD

SMILES: C/C=N\N.N
Calculated total energy in eV: -6688.8081
HOMO-LUMO gap in eV: 9.6
Energy above the lowest of the compared OMol25 structures with the same formula, charge and spin in kcal per mole: 39.2
Charge: 0
Molecular weight in g mol⁻¹: 75.11

Last columns: bonded neighbours and bond lengths (Å).
CARTESIAN COORDINATES (ANGSTROEM)
1 C -1.5017 -0.7613 -0.4247  C2 1.504, H5 1.093, H6 1.094, H7 1.091
2 C -0.5253 -0.7249 0.7183  C1 1.504, N3 1.315, H8 1.101
3 N 0.7650 -0.9663 0.6418  C2 1.315, N4 1.342
4 N 1.2876 -1.0509 -0.5917  N3 1.342, H9 1.022, H10 1.021
5 H -2.4240 -1.2435 -0.0905  C1 1.093
6 H -1.7322 0.2691 -0.7099  C1 1.094
7 H -1.1314 -1.2986 -1.2994  C1 1.091
8 H -0.9647 -0.7739 1.7272  C2 1.101
9 H 2.2971 -1.1998 -0.5377  N4 1.022
10 H 1.1417 -0.2125 -1.1555  N4 1.021
11 N 0.7096 2.2743 0.4753  H12 1.019, H13 1.022, H14 1.068
12 H 0.4471 2.1482 -0.5007  N11 1.019
13 H 1.6076 1.8320 0.6807  N11 1.022
14 H 0.0236 1.7081 1.0666  N11 1.068